Record 1
Molecular formula: C51H123N7O3
Method: DFT, ωB97M-V/def2-TZVPD

Properties
HOMO: -8.060 eV
Kohn-Sham gap: 8.45 eV
Relative energy (zero: lowest compared OMol25 entry of this formula, charge and spin): 323.7 kJ/mol
SMILES string: CCN(CC)CC.CCN(CC)CC.CCN(CC)CC.CCN(CC)CC.CCN(CC)CC.CCN(CC)CC.CCN(CC)CC.CC(C)=O.CC(C)=O.CC(C)=O

ORCA input file:
```
! wB97M-V def2-TZVPD RIJCOSX def2/J DEFGRID3
* xyz 0 1
C -4.0700 27.7730 -5.2404
C -4.2756 26.2327 -5.0529
N -3.9264 25.8088 -3.6504
C -2.6662 26.2065 -3.0263
C -1.3697 25.7555 -3.6559
C -4.1202 24.3752 -3.6095
C -4.1667 23.5684 -2.4062
H -3.0066 28.0092 -5.2816
H -4.6380 28.3171 -4.4858
H -4.5574 28.0214 -6.1832
H -5.2970 25.9580 -5.3165
H -3.5719 25.8262 -5.7793
H -2.5713 27.2871 -2.9194
H -2.5150 25.9411 -1.9799
H -1.2978 24.6774 -3.5121
H -1.3747 26.0142 -4.7147
H -0.5278 26.3420 -3.2881
H -3.4452 23.9059 -4.3252
H -5.1237 24.3005 -4.0284
H -4.1841 22.4986 -2.6141
H -5.0712 23.8326 -1.8582
H -3.2387 23.6626 -1.8423
C -3.5755 18.8542 2.4250
C -3.0445 18.7426 3.9058
N -1.7619 17.9210 4.0783
C -1.9668 16.4736 3.8102
C -0.7492 15.6408 3.8126
C -1.0854 18.2712 5.3597
C -1.8629 17.8617 6.6642
H -4.5883 19.2450 2.5234
H -3.6118 17.8811 1.9354
H -2.9229 19.5186 1.8586
H -2.7128 19.6960 4.3171
H -3.8278 18.3197 4.5348
H -2.6679 16.0484 4.5283
H -2.2852 16.3407 2.7762
H -0.8739 14.6092 3.4835
H 0.0632 16.0780 3.2320
H -0.4196 15.4564 4.8351
H -0.9840 19.3563 5.3405
H -0.0335 18.0073 5.4691
H -2.8973 18.2045 6.6391
H -1.4540 18.0964 7.6470
H -1.9098 16.7814 6.8015
C -6.1422 24.8925 -9.2092
C -5.0763 23.9746 -8.5454
N -5.6348 23.0730 -7.5925
C -4.5556 22.4435 -6.8077
C -4.9961 21.7539 -5.4578
C -6.5503 22.0732 -8.2254
C -5.9245 21.2377 -9.3817
H -6.9217 24.5001 -9.8623
H -5.7462 25.7426 -9.7647
H -6.5798 25.4910 -8.4102
H -4.5130 23.5591 -9.3810
H -4.3694 24.6232 -8.0280
H -4.0184 21.6962 -7.3916
H -3.9291 23.2771 -6.4902
H -4.1699 21.6635 -4.7526
H -5.8537 22.2652 -5.0207
H -5.3900 20.7587 -5.6640
H -7.4109 22.6694 -8.5289
H -6.9805 21.4057 -7.4789
H -5.9283 21.8777 -10.2640
H -6.4532 20.2982 -9.5426
H -4.9274 20.8716 -9.1371
C -11.6117 20.6184 -0.5378
C -10.2313 21.0464 -1.0727
N -9.6440 19.9580 -1.8746
C -9.5513 18.6820 -1.1070
C -8.7361 18.8153 0.2175
C -8.4868 20.5106 -2.5930
C -7.8691 19.5371 -3.6505
H -12.2758 20.1580 -1.2692
H -12.2029 21.3860 -0.0385
H -11.3985 19.9335 0.2829
H -10.4090 21.9700 -1.6237
H -9.5818 21.1625 -0.2051
H -9.0697 17.8721 -1.6550
H -10.5280 18.2467 -0.8958
H -7.8142 19.3842 0.0966
H -8.3733 17.8153 0.4554
H -9.3345 19.1610 1.0604
H -8.8061 21.4227 -3.0973
H -7.7520 20.8631 -1.8692
H -8.5428 19.3149 -4.4782
H -6.9288 19.8928 -4.0716
H -7.6560 18.6446 -3.0621
C 0.6551 23.0545 -6.9719
C 0.1830 21.8571 -7.7226
N -0.5333 20.8774 -6.9318
C -1.2482 20.0096 -7.9281
C -2.3762 19.3779 -7.1598
C 0.2253 20.2465 -5.9096
C -0.1555 20.9023 -4.4957
H -0.1770 23.3758 -6.3454
H 0.8016 23.8306 -7.7232
H 1.6014 22.8674 -6.4643
H -0.5081 22.2876 -8.4472
H 1.0093 21.3723 -8.2425
H -1.6169 20.5164 -8.8200
H -0.6107 19.1887 -8.2565
H -2.6543 19.9538 -6.2771
H -3.2440 19.2510 -7.8070
H -2.1436 18.3683 -6.8213
H 1.3103 20.1921 -5.9981
H -0.1222 19.2213 -5.7818
H 0.2090 21.9293 -4.5198
H 0.3160 20.3386 -3.6906
H -1.2417 20.8858 -4.4061
C 2.1414 17.2891 -3.9173
C 1.9877 17.3633 -2.3867
N 1.2319 16.1752 -1.8693
C 1.8900 14.8545 -2.0620
C 0.9510 13.6806 -1.7909
C 0.6187 16.5001 -0.5488
C 1.6473 16.4502 0.5853
H 1.1576 17.3695 -4.3795
H 2.6268 16.3794 -4.2707
H 2.7567 18.0743 -4.3564
H 3.0018 17.5186 -2.0186
H 1.4770 18.2974 -2.1529
H 2.3618 14.7278 -3.0364
H 2.6814 14.8199 -1.3132
H 0.3862 13.3946 -2.6782
H 1.4642 12.7210 -1.7281
H 0.3018 13.8013 -0.9237
H -0.2959 15.9499 -0.3280
H 0.3925 17.5646 -0.6108
H 2.6518 16.7812 0.3215
H 1.6243 15.3952 0.8586
H 1.2179 17.0414 1.3941
C -2.2466 16.3867 -3.9920
C -1.5327 15.2024 -4.7447
N -2.2736 13.8974 -4.4752
C -1.4030 12.8733 -5.0557
C -1.5783 11.7208 -4.1520
C -3.6362 14.0165 -5.0859
C -3.6864 14.3474 -6.5888
H -1.5093 17.1864 -4.0620
H -2.2142 16.2065 -2.9175
H -3.1790 16.7885 -4.3886
H -1.3683 15.3781 -5.8078
H -0.5491 15.1814 -4.2756
H -1.4902 12.5941 -6.1057
H -0.3477 13.1182 -4.9353
H -2.6436 11.5649 -3.9819
H -1.1315 10.7864 -4.4914
H -1.1181 11.9256 -3.1854
H -4.2954 14.6978 -4.5479
H -4.2080 13.0985 -4.9495
H -4.7200 14.3124 -6.9332
H -2.9692 13.7576 -7.1597
H -3.4779 15.3939 -6.8110
C -3.4072 18.1574 -0.7272
C -3.4513 19.5320 -1.3467
O -3.0459 20.5444 -0.7157
C -4.1340 19.5636 -2.7649
H -3.4322 17.4418 -1.5490
H -4.3477 17.9832 -0.2045
H -2.5142 17.8980 -0.1584
H -4.9197 20.3082 -2.6364
H -4.5154 18.6272 -3.1721
H -3.3652 19.9411 -3.4390
C -6.5545 15.4950 -0.6031
C -5.4868 15.4427 -1.6178
O -5.4780 16.1976 -2.5630
C -4.5136 14.2926 -1.5933
H -6.4907 16.4495 -0.0808
H -6.3870 14.7076 0.1318
H -7.4669 15.3026 -1.1675
H -4.7501 13.4748 -2.2740
H -4.3140 13.8556 -0.6149
H -3.5693 14.7337 -1.9125
C -6.0687 23.7977 1.0319
C -5.0999 23.3455 2.1204
O -4.4794 24.1376 2.8068
C -4.6903 21.9222 2.0866
H -6.6932 24.5643 1.4906
H -6.6770 22.9439 0.7335
H -5.5450 24.1417 0.1400
H -5.5309 21.2284 2.0900
H -3.8772 21.6267 2.7496
H -4.2432 21.8239 1.0974
*
```

Record 2
Molecular formula: C36H56IN10OSSr
Method: DFT, ωB97M-V/def2-TZVPD

Properties
HOMO: -2.057 eV
Kohn-Sham gap: 3.96 eV
Relative energy (zero: lowest compared OMol25 entry of this formula, charge and spin): 286.9 kJ/mol

ORCA input file:
```
! wB97M-V def2-TZVPD RIJCOSX def2/J DEFGRID3
* xyz -1 1
Sr 0.6543 0.3754 0.6386
O -2.3538 0.4825 3.4015
C -2.1241 1.8190 3.7726
C -0.9803 1.9087 4.7605
C 0.3393 1.5097 4.0916
C 0.8971 2.5721 3.1582
C 1.5677 3.6666 3.6882
C 2.2682 4.5204 2.7675
C 2.2266 4.3143 1.4329
C 1.3621 3.2141 0.8573
N 0.7924 2.3007 1.8553
H -1.9774 0.3357 2.4833
H -3.0313 2.2097 4.2388
H -1.8972 2.4229 2.8926
H -1.1856 1.2296 5.5920
H -0.9137 2.9273 5.1581
H 0.1384 0.5910 3.5252
H 1.0883 1.2961 4.8602
H 1.6366 3.8102 4.7591
H 2.8858 5.3236 3.1582
H 2.8428 4.8835 0.7465
H 1.9928 2.6150 0.1555
C 3.4670 1.2878 2.2313
N 2.7375 0.5013 1.1955
C 2.4785 -0.8732 1.6032
C 2.9496 0.6727 -0.1783
N 2.1779 0.0330 -0.9962
C 2.5785 -0.2091 -2.3473
C 3.8748 -0.6375 -2.6493
C 4.2786 -0.8723 -3.9580
C 3.3626 -0.7029 -4.9882
C 2.0503 -0.3685 -4.6894
C 1.6191 -0.1512 -3.3715
N 0.3013 0.2133 -3.1079
C -0.6542 -0.5597 -3.5361
N -1.9179 -0.0702 -3.7628
C -3.1073 -0.9073 -3.4691
C -2.1298 1.3380 -3.3869
N -0.4950 -1.9059 -3.8492
C 0.5288 -2.7073 -3.1915
C -0.9232 -2.3934 -5.1454
N 3.9911 1.5370 -0.5221
C 5.3694 1.1703 -0.1621
C 3.8521 2.3758 -1.7183
H 4.4529 0.8778 2.4513
H 2.9087 1.2455 3.1523
H 3.5785 2.3208 1.9432
H 3.4064 -1.4009 1.7953
H 1.9795 -1.4145 0.7971
H 1.9051 -0.9007 2.5425
H 4.5675 -0.8079 -1.8362
H 5.2967 -1.1778 -4.1649
H 3.6657 -0.8457 -6.0175
H 1.3164 -0.2675 -5.4820
H -2.8305 -1.9570 -3.4043
H -3.8501 -0.7845 -4.2644
H -3.5505 -0.6200 -2.5238
H -1.3884 1.9690 -3.8727
H -2.0484 1.4535 -2.3170
H -3.1256 1.6295 -3.7216
H 0.7352 -2.3126 -2.1985
H 1.4673 -2.7560 -3.7515
H 0.1497 -3.7265 -3.0742
H -1.6050 -1.6808 -5.6042
H -1.4371 -3.3564 -5.0475
H -0.0598 -2.5376 -5.8112
H 5.3828 0.2785 0.4470
H 5.8739 1.9660 0.3868
H 5.9474 0.9557 -1.0650
H 2.8037 2.4492 -2.0020
H 4.4047 1.9796 -2.5727
H 4.2141 3.3827 -1.4966
C -2.4420 -2.6534 0.5948
C -3.4100 -1.5157 0.5652
C -4.7733 -1.7631 0.5041
C -5.7098 -0.7278 0.4315
C -5.2211 0.5859 0.4339
C -3.8704 0.8798 0.4905
C -3.4134 2.3227 0.5051
C -2.8595 -0.1732 0.5548
N -1.5636 0.0767 0.5978
H -2.9320 -3.5757 0.2474
H -2.0345 -2.8169 1.6058
H -1.5926 -2.3700 -0.0416
H -5.1224 -2.7988 0.5199
H -6.7760 -0.9331 0.3773
H -5.9354 1.4136 0.3982
H -4.0997 2.9511 1.0878
H -3.3528 2.7493 -0.5095
H -2.4119 2.3572 0.9296
S 2.4590 -4.2750 -0.0148
C 1.1701 -5.3446 0.0694
N 1.2626 -6.6796 0.3083
C -0.0195 -7.3681 0.1291
C -1.0060 -6.1948 0.1871
N -0.1277 -5.0580 -0.0887
H 2.1455 -7.1363 0.1821
H -0.1923 -8.0915 0.9221
H -0.0706 -7.8858 -0.8302
H -1.4721 -6.1075 1.1683
H -1.7890 -6.2742 -0.5616
H -0.4580 -4.1103 -0.0373
I -0.0129 5.8175 -0.4272
C 0.1570 3.7124 -0.0555
H -0.7760 3.4454 0.4297
H 0.1629 3.2549 -1.0465
*
```

Record 3
Molecular formula: C36H44BrCuN5O6S2
Method: DFT, ωB97M-V/def2-TZVPD

Properties
HOMO (spin up / spin down): -8.288 / -8.288 eV
Kohn-Sham gap (spin up / spin down): 7.01 / 7.02 eV
Expectation value of S²: 0.75
Relative energy (zero: lowest compared OMol25 entry of this formula, charge and spin): 110.5 kJ/mol

ORCA input file:
```
! wB97M-V def2-TZVPD RIJCOSX def2/J DEFGRID3
* xyz 0 2
Cu -1.3345 -3.3866 -0.1404
Br -2.0727 1.4626 2.3619
C -3.2929 0.0299 2.3540
C -4.5874 0.4799 2.5992
C -5.5902 -0.4822 2.7594
C -5.2484 -1.8306 2.5473
C -3.9588 -2.1068 2.1086
N -2.9585 -1.2049 2.0752
C -3.7597 -3.5347 1.5907
O -4.7941 -4.2837 1.6110
O -2.6297 -4.0137 1.1411
H -4.8570 1.5166 2.7932
H -6.4799 -0.1030 3.1542
H -5.8967 -2.7304 2.6252
C 2.5128 -0.9409 4.9553
C 3.1835 -1.6314 3.7332
C 3.9773 -2.8584 4.2414
C 4.0405 -0.6253 3.0608
C 2.1232 -2.2269 2.8468
C 0.8750 -2.6986 3.4011
C -0.0710 -3.0976 2.5330
N 0.1601 -3.2373 1.2011
C 1.3336 -2.8678 0.6746
C 2.3379 -2.3412 1.4821
C 1.4594 -2.8100 -0.7969
C 2.4653 -2.2135 -1.5450
C 2.3570 -2.0545 -2.9513
C 1.2052 -2.6472 -3.5391
C 0.2686 -3.2759 -2.7381
N 0.3204 -3.2871 -1.3932
C 3.4392 -1.4710 -3.8426
C 4.1872 -2.6367 -4.5163
C 2.9457 -0.4881 -5.0565
C 4.4542 -0.6258 -3.0325
H 3.2555 -0.3875 5.5491
H 1.9915 -1.6759 5.6057
H 1.7767 -0.2241 4.5248
H 4.7206 -2.5851 5.0032
H 4.4266 -3.4041 3.4032
H 3.3311 -3.5481 4.8042
H 4.6223 -0.0027 3.7990
H 3.4592 0.0675 2.3983
H 4.8916 -1.1636 2.5507
H 0.6667 -2.5426 4.4490
H -1.0377 -3.3843 2.9165
H 3.3744 -2.1232 1.0408
H 3.3115 -1.7127 -1.0795
H 1.0061 -2.5138 -4.6319
H -0.6282 -3.6843 -3.1702
H 3.4907 -3.3063 -4.9176
H 4.7376 -3.2543 -3.7599
H 4.9166 -2.3260 -5.2916
H 2.1638 -1.0339 -5.6389
H 3.7910 -0.1764 -5.6439
H 2.4279 0.4646 -4.6745
H 5.0066 -1.2771 -2.3489
H 3.9779 0.0721 -2.3229
H 5.2068 -0.1414 -3.6632
C 0.9859 2.7793 -0.1485
C 0.1672 2.0335 -1.2128
C -0.6067 3.0130 -2.1641
N -1.9620 3.1784 -1.6870
C -2.8121 4.1680 -2.0573
S -4.3068 3.9857 -2.7163
N -2.2891 5.5284 -1.8879
C -2.7684 6.0930 -0.6062
O -3.9374 6.4250 -0.4291
C -1.7372 6.3621 0.4370
C -2.2301 6.7587 1.7004
C -1.2829 6.8731 2.6965
C 0.1020 6.6766 2.4444
C 0.5539 6.3415 1.2012
C -0.3731 6.1536 0.1658
H 1.0339 2.1435 0.7542
H 0.4437 3.6633 0.1159
H 1.9851 3.1807 -0.4042
H -0.4551 1.2793 -0.8003
H 0.9034 1.5755 -1.9490
H -0.6290 2.5997 -3.2085
H -0.1024 3.9433 -2.1596
H -2.4217 2.3243 -1.4806
H -2.8241 6.1061 -2.5173
H -3.3242 6.9221 1.7689
H -1.6290 7.1230 3.6873
H 0.7607 6.8645 3.2949
H 1.6399 6.1621 1.0232
H -0.0207 5.9275 -0.8678
C -5.1580 -3.9055 -2.5323
S -3.3687 -4.1294 -2.5462
O -2.7696 -3.6823 -3.8347
O -3.1676 -5.5459 -2.2224
O -2.8767 -3.1262 -1.4398
H -5.5759 -4.9109 -2.3846
H -5.5303 -3.5830 -3.5073
H -5.4182 -3.2156 -1.7253
*
```